w.
{
  "formula": "C25H42AlBBeCl3F4LiO17P3V",
  "method": "ωB97M-V with the def2-TZVPD basis set",
  "species": ["C", "C", "C", "Cl", "P", "C", "C", "C", "C", "C", "C", "C", "C", "O", "C", "C", "C", "C", "C", "C", "C", "H", "H", "H", "H", "H", "H", "H", "H", "H", "H", "H", "H", "H", "H", "H", "H", "H", "H", "H", "H", "H", "H", "H", "H", "H", "H", "H", "H", "H", "H", "H", "Cl", "C", "C", "Cl", "H", "H", "H", "H", "O", "P", "O", "O", "O", "Al", "C", "O", "O", "O", "H", "B", "F", "F", "F", "F", "Be", "O", "P", "O", "O", "O", "O", "V", "O", "Li", "C", "C", "C", "O", "C", "O", "O", "H", "H", "H", "H", "H", "H"],
  "coordinates": [[-2.80, 1.06, -2.22], [-1.31, 0.83, -2.70], [-0.94, -0.66, -2.24], [-1.71, -1.76, -3.48], [0.90, -0.96, -2.12], [1.16, -2.78, -1.90], [0.90, -3.32, -0.43], [1.92, -4.52, -0.21], [2.99, -4.03, 0.84], [1.25, -5.85, 0.28], [1.71, 0.09, -0.79], [3.27, 0.24, -1.01], [3.65, 1.36, -2.08], [4.01, 0.35, 0.20], [3.72, 1.56, 0.91], [2.90, 1.20, 2.21], [1.97, 2.17, 2.75], [1.19, 1.79, 3.92], [1.38, 0.43, 4.52], [2.36, -0.49, 3.97], [3.14, -0.13, 2.79], [-2.92, 0.89, -1.11], [-3.16, 2.10, -2.48], [-3.47, 0.30, -2.72], [-1.27, 0.82, -3.81], [-0.61, 1.56, -2.23], [-1.45, -0.90, -1.28], [1.44, -0.64, -3.41], [2.17, -3.04, -2.29], [0.42, -3.32, -2.56], [-0.14, -3.74, -0.30], [1.09, -2.48, 0.30], [2.48, -4.77, -1.15], [3.72, -3.29, 0.42], [2.45, -3.54, 1.69], [3.60, -4.89, 1.22], [0.64, -5.66, 1.19], [0.62, -6.33, -0.52], [2.06, -6.56, 0.59], [1.23, 1.10, -0.85], [1.44, -0.34, 0.20], [3.60, -0.72, -1.48], [4.57, 1.85, -1.67], [3.94, 0.87, -3.07], [2.86, 2.13, -2.18], [3.10, 2.30, 0.35], [4.67, 2.07, 1.21], [1.86, 3.17, 2.27], [0.45, 2.54, 4.31], [0.77, 0.14, 5.40], [2.51, -1.51, 4.40], [3.87, -0.85, 2.36], [-1.57, 4.19, 5.28], [-3.16, 3.41, 5.04], [-3.29, 2.13, 5.82], [-2.19, 0.88, 5.17], [-3.30, 3.25, 3.97], [-3.92, 4.12, 5.37], [-4.31, 1.74, 5.75], [-3.05, 2.27, 6.88], [-4.81, 0.97, 2.36], [-5.98, 1.25, 3.30], [-5.93, 0.25, 4.47], [-7.29, 1.10, 2.53], [-5.89, 2.67, 3.86], [-2.52, -1.32, 4.69], [4.25, -2.43, -3.93], [3.37, -3.13, -4.44], [5.32, -2.21, -4.75], [4.32, -1.88, -2.80], [4.96, -2.73, -5.49], [1.11, -3.86, 5.64], [0.44, -2.61, 5.79], [1.04, -4.57, 6.86], [0.48, -4.60, 4.61], [2.47, -3.61, 5.30], [5.37, 0.18, -3.92], [4.48, 2.71, -5.28], [4.61, 4.13, -4.75], [4.95, 5.08, -5.90], [5.72, 4.22, -3.71], [3.30, 4.55, -4.10], [-0.43, -10.53, 1.52], [0.33, -9.19, 2.27], [1.10, -7.85, 2.99], [5.07, 1.10, 4.20], [-7.36, 4.43, -2.79], [-6.24, 4.69, -3.76], [-6.23, 3.77, -4.95], [-4.84, 3.75, -5.30], [-4.14, 3.99, -4.16], [-2.97, 3.84, -4.05], [-4.96, 4.42, -3.17], [-7.28, 5.09, -1.92], [-8.33, 4.59, -3.26], [-7.31, 3.41, -2.40], [-6.24, 5.74, -4.07], [-6.84, 4.14, -5.77], [-6.54, 2.75, -4.70]],
  "mulliken_charge": [-0.9989, -0.3353, -0.1895, -0.1140, 0.4212, -0.0845, -0.5986, 0.6195, -1.2733, -1.4417, -0.9062, 1.2903, -1.3929, -0.5477, -0.5843, 1.1204, -0.8505, -0.1899, -0.6739, -0.2476, -1.2752, 0.3737, 0.0306, 0.3090, 0.3175, 0.2334, 0.5216, 0.0253, -0.1356, 0.4543, 0.3341, 0.1743, 0.2668, 0.1769, 0.2527, 0.4452, 0.3154, 0.4038, 0.3342, 0.5210, 0.4686, -0.3725, 0.6232, 0.0925, 0.3320, 0.3402, 0.3981, 0.4081, 0.1160, 0.7444, 0.5067, 0.5017, -0.2149, -0.4543, -0.3460, 0.0814, 0.2798, 0.4154, 0.2670, 0.3817, -0.3543, 0.8154, -0.4899, -0.4460, -0.4777, 0.5265, 0.7387, -0.6670, -0.4569, -0.6991, 0.3109, 0.5924, -0.4043, -0.3581, -0.4076, -0.4484, 0.6518, -0.4813, 0.8902, -0.4164, -0.4555, -0.4061, -0.8846, 1.5354, -0.8436, 0.9312, -1.4302, 0.5051, -0.5026, -0.3170, 0.6922, -0.5580, -0.3134, 0.3507, 0.3776, 0.3577, 0.2598, 0.3064, 0.3049],
  "gap_ev": 1.16,
  "e_lumo_ev": -5.41
}

---

x.
{
  "formula": "C25H42AlBBeCl3F4LiO17P3V",
  "method": "ωB97M-V with the def2-TZVPD basis set",
  "species": ["C", "C", "C", "Cl", "P", "C", "C", "C", "C", "C", "C", "C", "C", "O", "C", "C", "C", "C", "C", "C", "C", "H", "H", "H", "H", "H", "H", "H", "H", "H", "H", "H", "H", "H", "H", "H", "H", "H", "H", "H", "H", "H", "H", "H", "H", "H", "H", "H", "H", "H", "H", "H", "Cl", "C", "C", "Cl", "H", "H", "H", "H", "O", "P", "O", "O", "O", "Al", "C", "O", "O", "O", "H", "B", "F", "F", "F", "F", "Be", "O", "P", "O", "O", "O", "O", "V", "O", "Li", "C", "C", "C", "O", "C", "O", "O", "H", "H", "H", "H", "H", "H"],
  "coordinates": [[2.47, -1.81, 2.55], [2.23, -2.31, 0.98], [2.49, -0.96, 0.05], [4.36, -0.79, -0.05], [1.68, -1.07, -1.69], [2.37, 0.40, -2.70], [1.66, 1.86, -2.36], [1.65, 2.71, -3.79], [0.08, 2.79, -4.26], [2.30, 4.21, -3.67], [-0.25, -1.14, -1.63], [-0.93, -1.77, -3.01], [-0.88, -3.44, -3.04], [-2.24, -1.21, -3.35], [-3.27, -1.55, -2.36], [-3.68, -0.16, -1.56], [-4.22, -0.24, 0.00], [-4.56, 1.19, 0.75], [-4.35, 2.61, -0.06], [-3.85, 2.64, -1.63], [-3.50, 1.25, -2.42], [1.76, -0.89, 2.84], [2.30, -2.70, 3.33], [3.59, -1.40, 2.67], [3.07, -3.07, 0.69], [1.14, -2.72, 0.82], [2.13, 0.00, 0.64], [2.23, -2.28, -2.31], [2.32, 0.12, -3.84], [3.52, 0.54, -2.45], [2.28, 2.50, -1.58], [0.56, 1.64, -1.97], [2.24, 2.15, -4.65], [-0.35, 1.78, -4.68], [-0.57, 3.10, -3.33], [-0.05, 3.59, -5.13], [1.78, 4.80, -2.81], [3.47, 4.19, -3.52], [2.04, 4.80, -4.68], [-0.53, -1.85, -0.72], [-0.64, -0.08, -1.35], [-0.19, -1.44, -3.89], [-1.92, -3.75, -3.54], [-0.03, -3.80, -3.75], [-0.85, -3.89, -1.96], [-2.95, -2.33, -1.54], [-4.25, -1.97, -2.89], [-4.35, -1.29, 0.54], [-4.91, 1.13, 1.87], [-4.58, 3.63, 0.52], [-3.70, 3.65, -2.23], [-3.13, 1.27, -3.55], [-5.56, 1.21, 4.55], [-4.26, 2.03, 5.44], [-4.10, 3.49, 5.02], [-3.46, 3.64, 3.36], [-3.34, 1.47, 5.30], [-4.53, 1.98, 6.50], [-3.39, 3.99, 5.68], [-5.05, 4.03, 5.07], [-0.09, 2.50, 5.20], [-0.36, 3.26, 6.51], [-0.78, 4.70, 6.18], [0.92, 3.28, 7.36], [-1.49, 2.56, 7.28], [-1.86, 4.94, 2.54], [2.15, -1.94, -5.86], [3.34, -1.61, -5.66], [2.07, -2.89, -6.78], [1.08, -1.54, -5.35], [3.05, -2.89, -6.89], [-2.46, 6.70, -1.64], [-3.05, 6.02, -0.50], [-2.92, 8.08, -1.67], [-1.01, 6.68, -1.53], [-2.87, 6.03, -2.86], [0.24, -4.16, -5.48], [0.46, -6.75, -3.85], [-0.66, -7.54, -3.15], [-0.39, -9.05, -3.29], [-2.01, -7.20, -3.81], [-0.70, -7.16, -1.66], [4.55, 8.85, -4.01], [2.94, 8.15, -3.90], [1.33, 7.44, -3.79], [-6.06, 0.79, -3.23], [3.33, -3.62, 7.93], [3.37, -4.70, 6.87], [4.70, -4.79, 6.17], [4.34, -5.32, 4.91], [3.05, -4.92, 4.68], [2.48, -5.01, 3.60], [2.49, -4.40, 5.81], [2.32, -3.56, 8.37], [4.05, -3.82, 8.73], [3.54, -2.64, 7.51], [3.08, -5.67, 7.30], [5.40, -5.46, 6.68], [5.18, -3.82, 6.02]],
  "mulliken_charge": [-0.7325, -0.3251, -0.2996, -0.1220, 0.3907, -0.1466, -0.3757, 0.3521, -0.9739, -1.1151, -0.7500, 1.0912, -1.0058, -0.4875, -0.3838, 0.7418, -0.6298, -0.1844, -0.4275, -0.3090, -0.8210, 0.2817, 0.0203, 0.2631, 0.3071, 0.2164, 0.4501, 0.0792, 0.0012, 0.3438, 0.3063, 0.0653, 0.2342, 0.1406, 0.1907, 0.3737, 0.2679, 0.3463, 0.2668, 0.4297, 0.3654, -0.3016, 0.4744, 0.0377, 0.3119, 0.2949, 0.2919, 0.3079, 0.0785, 0.5566, 0.3797, 0.4107, -0.2094, -0.4380, -0.3555, 0.0869, 0.2806, 0.3965, 0.2908, 0.3754, -0.4133, 0.8746, -0.4941, -0.4432, -0.4762, 0.5076, 0.7152, -0.7158, -0.4538, -0.6783, 0.3171, 0.6355, -0.4133, -0.3763, -0.4186, -0.4350, 0.6336, -0.4728, 0.8942, -0.4413, -0.4442, -0.4097, -0.8490, 1.4841, -0.7758, 0.9088, -1.4209, 0.5007, -0.5025, -0.3043, 0.6909, -0.5806, -0.3037, 0.3488, 0.3760, 0.3545, 0.2635, 0.3064, 0.3054],
  "gap_ev": 1.14,
  "e_lumo_ev": -5.68
}

---

What is the least stable structure shown above? It is x.